Model a:
{
  "formula": "C2H8IN2",
  "method": "ωB97M-V with the def2-TZVPD basis set",
  "charge": 1,
  "homo_energy_ev": -13.48,
  "species": ["C", "C", "N", "N", "I", "H", "H", "H", "H", "H", "H", "H", "H"],
  "coordinates": [[2.3835, -0.0733, 1.4135], [-0.8570, -0.7569, -1.3356], [1.2585, 0.3580, 1.0554], [-1.3448, 0.5099, -0.7274], [-0.2480, 0.9734, 2.4089], [2.9373, -0.5800, 0.5874], [-1.1651, -0.7653, -2.4429], [0.1442, -0.7594, -1.0197], [-1.3706, -1.4303, -0.6771], [-0.6704, 0.7082, -0.0802], [-1.4972, 1.3366, -1.3895], [2.6567, 0.0012, 2.4200], [-2.2271, 0.4780, -0.2127]]
}


Model b:
{
  "formula": "C2H8IN2",
  "method": "ωB97M-V with the def2-TZVPD basis set",
  "charge": 1,
  "homo_energy_ev": -13.56,
  "species": ["C", "C", "N", "N", "I", "H", "H", "H", "H", "H", "H", "H", "H"],
  "coordinates": [[-0.2354, 1.0238, -0.2964], [0.4000, -0.1040, -1.0005], [-0.5138, 2.1141, -1.1734], [0.1837, -1.3614, -0.7334], [1.3953, 0.4410, -2.7116], [-1.1506, 0.6995, 0.2808], [0.6454, 1.3967, 0.2595], [3.2507, 0.1069, 0.2036], [0.1335, 2.8167, -1.2214], [2.5942, -0.1941, 0.0569], [-1.1315, 1.8830, -1.9475], [0.7859, -2.0510, -1.1499], [-0.3093, -1.8414, 0.0993]]
}


Which structure is the least stable? The one labeled model b.


Model a:
{
  "formula": "C4H7Cl2NO",
  "method": "ωB97M-V with the def2-TZVPD basis set",
  "charge": 0,
  "homo_energy_ev": [-8.13, -6.74],
  "species": ["C", "C", "C", "C", "N", "O", "Cl", "Cl", "H", "H", "H", "H", "H", "H", "H"],
  "coordinates": [[-0.8912, -0.9474, -0.6054], [-0.0192, -1.2827, 0.5680], [-2.2500, 0.1306, -0.5490], [1.5836, 1.3983, -0.2727], [1.1465, -0.6465, 0.7639], [1.8313, 0.0178, -0.2470], [-3.6386, -0.6991, 0.0729], [-1.8277, 1.5714, 0.4687], [-0.3577, -0.5671, -1.4210], [-1.5061, -1.8242, -0.9566], [-0.3942, -1.8465, 1.3958], [1.7944, 1.7610, 0.6659], [0.6476, 1.7226, -0.6810], [2.3670, 1.6834, -0.8332], [1.5142, -0.4715, 1.6306]]
}


Model b:
{
  "formula": "C4H7Cl2NO",
  "method": "ωB97M-V with the def2-TZVPD basis set",
  "smiles": "C/N=C(\\Cl)[C@H](Cl)OC",
  "charge": 0,
  "homo_energy_ev": -9.95,
  "species": ["C", "N", "C", "Cl", "C", "Cl", "O", "C", "H", "H", "H", "H", "H", "H", "H"],
  "coordinates": [[-1.2718, -0.0006, 2.1365], [-0.6685, -0.1065, 0.8659], [-0.8259, 0.5963, -0.1441], [-1.7432, 2.1519, -0.2413], [-0.1577, 0.0895, -1.4978], [-1.4681, -0.4580, -2.4228], [0.7117, -0.9502, -1.2893], [2.0099, -0.6396, -0.7519], [-1.3615, -1.0457, 2.5076], [-2.2059, 0.6254, 2.1389], [-0.7080, 0.5968, 2.7974], [0.4644, 0.9031, -2.0435], [2.5996, -1.6244, -0.7743], [1.8807, -0.0360, 0.0940], [2.7443, -0.1020, -1.3751]]
}


Which structure is the least stable? The one labeled model a.


Model a:
{
  "formula": "C2H5N3O",
  "method": "ωB97M-V with the def2-TZVPD basis set",
  "smiles": "C=NO/C=N\\N",
  "charge": 0,
  "homo_energy_ev": -8.50,
  "species": ["C", "N", "O", "C", "N", "N", "H", "H", "H", "H", "H"],
  "coordinates": [[2.1319, -0.3186, -0.0633], [0.9582, -0.2331, 0.1680], [0.4767, 1.2138, 0.0101], [-0.7750, 1.2074, 0.1390], [-1.7413, 0.3580, -0.0882], [-1.5903, -0.9780, -0.2050], [2.5110, -1.3513, -0.0603], [2.6778, 0.5909, -0.5736], [-1.3883, 2.3011, -0.2743], [-0.9007, -1.4935, 0.3453], [-2.3600, -1.2969, 0.6023]]
}


Model b:
{
  "formula": "C2H5N3O",
  "method": "ωB97M-V with the def2-TZVPD basis set",
  "charge": 0,
  "homo_energy_ev": [-8.06, -9.20],
  "species": ["C", "C", "N", "N", "N", "O", "H", "H", "H", "H", "H"],
  "coordinates": [[-0.0072, -0.2011, 1.5842], [0.4221, -0.0835, -1.9058], [-1.1216, 0.7273, 1.9105], [-1.8388, 1.3704, 1.2486], [0.8443, -0.1083, -0.5597], [0.0742, -0.7678, 0.3277], [0.8405, 0.4831, 2.0047], [-0.0673, -0.9802, 2.2176], [-0.6071, -0.3294, -1.7927], [0.4498, 0.8239, -2.4963], [1.0110, -0.9346, -2.5387]]
}


Which structure is the least stable? The one labeled model a.


Model a:
{
  "formula": "C2H5N3O",
  "method": "ωB97M-V with the def2-TZVPD basis set",
  "charge": 0,
  "homo_energy_ev": [-7.15, -5.99],
  "species": ["C", "C", "N", "N", "N", "O", "H", "H", "H", "H", "H"],
  "coordinates": [[-0.2260, 0.7194, 0.2360], [1.6506, -0.8898, -0.0704], [-1.5333, 0.6608, -0.3574], [0.7916, 0.0077, -0.4404], [-2.2257, -0.1266, 0.2748], [-3.3316, -0.5575, 0.0183], [0.0849, 1.7728, 0.3700], [-0.1841, 0.2987, 1.3020], [2.2420, -1.0504, -0.9509], [1.8492, -1.1530, 0.9891], [0.8825, 0.3180, -1.3711]]
}


Model b:
{
  "formula": "C2H5N3O",
  "method": "ωB97M-V with the def2-TZVPD basis set",
  "smiles": "[H]/N=C/N(O)/C=N/[H]",
  "charge": 0,
  "homo_energy_ev": -9.38,
  "species": ["H", "N", "C", "N", "O", "C", "N", "H", "H", "H", "H"],
  "coordinates": [[3.0012, 0.3823, -0.2240], [1.9772, 0.7170, -0.2469], [1.3239, -0.4271, -0.2970], [0.0287, -0.4690, 0.2284], [-0.7509, -1.4449, -0.5536], [-0.6941, 0.5685, 0.6391], [-2.0579, 0.3838, 0.1797], [-2.7663, 1.0202, 0.4477], [1.8897, -1.2214, -0.6821], [-1.7252, -0.8963, -0.6178], [-0.2262, 1.3870, 1.1265]]
}


Model c:
{
  "formula": "C2H5N3O",
  "method": "ωB97M-V with the def2-TZVPD basis set",
  "charge": 0,
  "homo_energy_ev": [-8.66, -8.66],
  "species": ["N", "C", "O", "N", "C", "N", "H", "H", "H", "H", "H"],
  "coordinates": [[-2.2925, -0.3579, -0.0998], [-1.0332, 0.0625, -0.0671], [-0.1431, -0.8694, -0.1574], [0.7346, 1.2635, 0.1084], [1.1644, -0.0084, -0.2723], [2.1301, -0.0392, 0.6726], [-2.5305, -1.3369, -0.2077], [-3.0539, 0.2936, -0.0030], [0.5517, 1.2094, 1.1092], [1.4145, -0.1120, -1.3304], [3.0579, -0.1052, 0.2475]]
}


Which structure is the least stable? The one labeled model a.